Record 1
DFT (ωB97M-V/def2-TZVPD) results for C22H35CoNO3P2S as an isolated structure at a distorted geometry.

## Properties
E_HOMO (alpha / beta) (eV): -3.03 / -6.99
Multiplicity: 4
Maximum force (eV/Å): 4.058
E_LUMO (alpha / beta) (eV): -0.4597 / -0.4668
E_tot (eV): -98043.5759
Relative energy (zero: lowest compared OMol25 entry of this formula, charge and spin) (kJ/mol): 627.0

Last column: Löwdin charge in e.
CARTESIAN COORDINATES (ANGSTROEM)
C1 -4.2190 1.5072 -2.4572  -0.168
H1 -3.5464 2.5743 0.8538  0.090
H2 -1.5945 3.7130 -0.0828  0.077
C2 -2.4256 4.0138 -2.1074  -0.162
C3 -0.0798 -3.0959 -1.3529  -0.220
H3 4.4640 -5.3938 3.0064  0.115
H4 -0.8655 1.1654 -3.4161  0.104
C4 1.3960 -0.8612 -2.7193  -0.220
C5 -4.5650 2.1495 -1.0618  -0.165
H5 0.6591 -0.8714 -3.5414  0.038
C6 5.9526 -3.7554 2.9276  -0.129
P1 -0.5158 1.1429 1.8764  0.912
C7 4.7387 -4.4019 2.6204  -0.073
H6 -5.2707 2.9660 -1.2651  0.116
P2 0.6311 -1.4675 -1.1576  0.905
H7 -1.7599 -1.1113 -0.5485  0.098
H8 1.7843 0.1568 -2.5485  0.047
O1 2.6551 -0.6878 0.3917  -0.204
O2 1.4149 -4.4703 2.5377  -0.345
H9 -1.0692 -0.2305 -1.9011  0.031
H10 -1.9817 1.0462 0.0403  0.053
H11 -2.4312 3.3477 -4.1637  0.116
C8 -1.8287 3.1379 -3.2684  -0.169
C9 -2.8633 0.9377 -2.6800  -0.124
H12 -4.4658 2.2473 -3.2359  0.112
O3 2.2547 -5.4418 0.4335  -0.334
H13 -2.8723 -0.1633 -2.6776  0.112
H14 -1.8523 0.6925 3.7970  0.066
C10 -2.4327 3.4285 -0.7319  -0.131
C11 -3.4393 2.6869 -0.2338  -0.139
H15 0.9019 -0.9767 2.8794  0.090
H16 -5.1095 1.4141 -0.4583  0.105
C12 0.9665 0.0839 2.5854  -0.183
H17 -1.8404 4.9453 -2.0558  0.113
H18 -2.4449 -0.2716 2.4099  0.076
H19 -3.4513 4.2999 -2.3921  0.112
C13 5.2586 -1.7652 1.6870  -0.054
C14 -0.9114 0.8501 -0.0852  -0.343
H20 -2.9051 1.4414 2.5639  0.053
Co1 0.7515 -0.0527 0.4760  0.113
H21 2.0438 0.2932 2.4703  0.083
H22 -0.8136 3.4894 -3.4896  0.106
H23 2.2335 -1.5467 -2.9085  0.057
H24 5.4278 -0.7458 1.3429  0.099
C15 4.0863 -2.4434 1.3407  -0.182
H25 0.3132 3.1062 2.9026  0.064
N1 1.9249 -2.8715 0.5939  -0.181
C16 -0.9090 -0.4738 -0.8513  -0.378
H26 -1.1738 -3.0410 -1.2830  0.041
H27 0.3127 3.3120 1.1282  0.070
H28 7.1338 -1.9501 2.7592  0.088
C17 3.8393 -3.7358 1.8011  -0.276
C18 2.8632 -1.9283 0.6946  -0.565
H29 0.2555 -3.5677 -2.2925  0.066
H30 0.3249 -3.6300 -0.4796  0.013
H31 -4.9114 0.6617 -2.5996  0.112
C19 -2.0761 0.7208 2.7151  -0.172
C20 -0.2722 2.9343 1.9844  -0.192
H32 6.6983 -4.2559 3.5561  0.084
H33 -0.5329 1.7015 -0.6702  0.084
C21 -1.7811 1.6579 -3.0538  -0.118
S1 2.2388 -4.3345 1.3596  0.626
H34 -1.2066 3.5274 2.0524  0.065
C22 6.1999 -2.4414 2.4776  -0.119
H35 0.6933 0.6316 3.5054  0.036

Record 2
DFT (ωB97M-V/def2-TZVPD) results for one molecule with the formula C2H7N3O at a distorted geometry.

## Properties
E_HOMO (alpha / beta) (eV): -7.29 / -7.29
Multiplicity: 1
Maximum force (eV/Å): 2.611
E_LUMO (alpha / beta) (eV): 0.4633 / 0.4638
E_tot (eV): -8701.2732
Structure (SMILES): C/C(N)=[N+](/N)[O-]
Relative energy (zero: lowest compared OMol25 entry of this formula, charge and spin) (kJ/mol): 482.8

Last column: Löwdin charge in e.
CARTESIAN COORDINATES (ANGSTROEM)
C1 0.3104 -0.1856 -0.0836  -0.375
H1 0.5439 0.0368 -2.2002  0.085
H2 1.5334 0.7529 1.2167  0.112
H3 2.1785 0.5615 -0.3538  0.111
H4 0.6607 -1.6303 -1.5913  0.097
H5 -0.8097 1.1104 2.2090  0.042
O1 -1.6518 -1.1551 0.5273  -0.191
N1 -0.9372 1.1350 1.2004  0.074
H6 -1.9453 1.1247 1.0418  0.058
N2 -0.6296 -0.4736 0.8600  -0.254
C2 0.1475 -0.6740 -1.4760  -0.006
H7 -0.9107 -0.8538 -1.6838  0.082
N3 1.5100 0.2511 0.3336  0.164

> Look up the multiplicity of the second one.

1